i.
The following is a DFT calculation (ωB97M-V/def2-TZVPD) of an isolated molecule of C7H10N2O2.

frontier orbital gap (alpha / beta) = 7.57 / 7.57 eV
net charge = 0
HOMO energy (alpha / beta) = -7.83 / -7.83 eV
SMILES string = CN[C@H]1\C=C/C=C\C=[N+](\[O-])O1
lowest unoccupied orbital energy (alpha / beta) = -0.26 / -0.26 eV

Bonds (Å) are listed after each position.
Cartesian coordinates (Å):
1 C -1.9040 -1.3170 2.0212  N2 1.429, H12 1.099, H13 1.122, H14 1.101
2 N -0.5423 -0.9314 1.8251  C1 1.429, C3 1.388, H15 0.941
3 C -0.1065 -0.3549 0.6401  N2 1.388, C4 1.499, O11 1.523, H16 1.144
4 C -0.5800 -1.0377 -0.6080  C3 1.499, C5 1.388, H17 1.057
5 C -0.1097 -0.6739 -1.8625  C4 1.388, C6 1.385, H18 1.091
6 C 1.0202 0.0329 -2.2389  C5 1.385, C7 1.388, H19 1.049
7 C 1.7265 1.1224 -1.7483  C6 1.388, C8 1.471, H20 1.099
8 C 1.6008 1.8100 -0.4536  C7 1.471, N9 1.332, H21 1.017
9 N 0.5790 1.8871 0.3968  C8 1.332, O10 1.206, O11 1.372
10 O 0.6513 2.5778 1.3833  N9 1.206
11 O -0.5263 1.0765 0.3313  C3 1.523, N9 1.372
12 H -2.2610 -1.4024 3.0570  C1 1.099
13 H -2.5637 -0.5555 1.5264  C1 1.122
14 H -2.1701 -2.2924 1.5855  C1 1.101
15 H -0.2748 -0.3942 2.5497  N2 0.941
16 H 1.0265 -0.3231 0.4844  C3 1.144
17 H -1.3505 -1.7518 -0.4940  C4 1.057
18 H -0.6103 -1.1528 -2.7047  C5 1.091
19 H 1.3406 -0.1481 -3.2217  C6 1.049
20 H 2.5729 1.5827 -2.2765  C7 1.099
21 H 2.4814 2.2460 -0.1927  C8 1.017

Results of the natural (NBO) charge analysis, in e, for atoms 1 through 6: atom 1 (C): -0.428, atom 2 (N): -0.607, atom 3 (C): 0.168, atom 4 (C): -0.176, atom 5 (C): -0.199, atom 6 (C): -0.253


ii.
The following is a DFT calculation (ωB97M-V/def2-TZVPD) of an isolated molecule of C7H10N2O2.

frontier orbital gap = 8.91 eV
net charge = 0
HOMO energy = -8.42 eV
SMILES string = C=C(C)[C@]12C[C@@]1(O)NC(=O)N2
lowest unoccupied orbital energy = 0.49 eV

Bonds (Å) are listed after each position.
Cartesian coordinates (Å):
1 C -2.4729 0.0708 -0.7887  C2 1.331, H12 1.139, H13 1.122
2 C -1.3272 0.4522 -0.2292  C1 1.331, C3 1.459, C4 1.428
3 C -1.3780 1.1873 1.0304  C2 1.459, H14 1.156, H15 1.255, H16 1.058
4 C 0.0195 0.1031 -0.5503  C2 1.428, C5 1.540, C6 1.668, N11 1.398
5 C 0.4202 -1.2391 -1.1915  C4 1.540, C6 1.487, H17 1.072, H18 1.070
6 C 0.9299 -1.0786 0.1959  C4 1.668, C5 1.487, O7 1.404, N8 1.383
7 O 0.5579 -2.0972 1.0882  C6 1.404, H19 0.944
8 N 2.1969 -0.5385 0.3220  C6 1.383, C9 1.371, H20 0.980
9 C 2.2614 0.7557 -0.1262  N8 1.371, O10 1.216, N11 1.379
10 O 3.1636 1.5696 -0.0881  C9 1.216
11 N 1.0224 1.0734 -0.6426  C4 1.398, C9 1.379, H21 1.037
12 H -3.3995 0.5212 -0.3038  C1 1.139
13 H -2.5638 -0.6276 -1.6628  C1 1.122
14 H -2.4452 1.4552 1.3838  C3 1.156
15 H -1.0036 0.3489 1.8853  C3 1.255
16 H -0.8072 2.0768 1.0858  C3 1.058
17 H -0.4164 -1.9019 -1.2920  C5 1.072
18 H 1.0837 -1.2900 -2.0289  C5 1.070
19 H 0.4053 -1.9391 2.0060  O7 0.944
20 H 3.0812 -0.9450 0.4344  N8 0.980
21 H 0.6719 2.0428 -0.5280  N11 1.037

Results of the natural (NBO) charge analysis, in e, for atoms 1 through 6: atom 1 (C): -0.350, atom 2 (C): -0.074, atom 3 (C): -0.608, atom 4 (C): 0.102, atom 5 (C): -0.452, atom 6 (C): 0.401


iii.
The following is a DFT calculation (ωB97M-V/def2-TZVPD) of an isolated molecule of C7H10N2O2.

frontier orbital gap = 10.18 eV
net charge = 0
HOMO energy = -9.86 eV
SMILES string = C=CC(=O)NCNC(=O)C=C
lowest unoccupied orbital energy = 0.32 eV

Bonds (Å) are listed after each position.
Cartesian coordinates (Å):
1 C 2.8502 1.6689 -0.0149  C2 1.313, H12 1.081, H13 1.065
2 C 2.5328 0.5944 0.6702  C1 1.313, C3 1.456, H14 1.116
3 C 1.8252 -0.6163 0.2804  C2 1.456, O4 1.209, N5 1.375
4 O 1.6955 -1.6694 0.8596  C3 1.209
5 N 1.1667 -0.5101 -0.9226  C3 1.375, C6 1.377, H15 1.018
6 C 0.1242 -1.3633 -1.2099  N5 1.377, N7 1.449, H16 1.159, H17 1.127
7 N -1.0877 -1.0559 -0.4784  C6 1.449, C8 1.401, H18 0.996
8 C -1.6597 0.2135 -0.6339  N7 1.401, O9 1.221, C10 1.519
9 O -1.3866 0.8332 -1.6497  C8 1.221
10 C -2.6312 0.7146 0.4213  C8 1.519, C11 1.317, H19 1.064
11 C -3.0320 0.0185 1.4650  C10 1.317, H20 1.133, H21 1.096
12 H 3.3088 2.5112 0.4830  C1 1.081
13 H 2.6894 1.6753 -1.0675  C1 1.065
14 H 2.7947 0.5101 1.7521  C2 1.116
15 H 0.9311 0.4556 -1.1406  N5 1.018
16 H 0.4415 -2.4669 -1.0527  C6 1.159
17 H -0.1422 -1.2027 -2.2933  C6 1.127
18 H -1.0686 -1.4049 0.4543  N7 0.996
19 H -2.8736 1.7453 0.3216  C10 1.064
20 H -2.7833 -1.0849 1.5240  C11 1.133
21 H -3.6951 0.4338 2.2320  C11 1.096

Results of the natural (NBO) charge analysis, in e, for atoms 1 through 6: atom 1 (C): -0.319, atom 2 (C): -0.294, atom 3 (C): 0.632, atom 4 (O): -0.601, atom 5 (N): -0.630, atom 6 (C): -0.067


Last place for stability: i


i.
The following is a DFT calculation (ωB97M-V/def2-TZVPD) of a cluster of 2 separate species, C11H15NO in total.

frontier orbital gap = 8.96 eV
net charge = 0
HOMO energy = -8.13 eV
SMILES string = Cc1c[nH]c2ccccc12.CCO
lowest unoccupied orbital energy = 0.83 eV

Bonds (Å) are listed after each position.
Cartesian coordinates (Å):
1 C -3.5979 0.6346 1.3803  C2 1.487, H11 1.085, H12 1.098, H13 1.100
2 C -2.2538 1.0659 0.9140  C1 1.487, C3 1.344, C10 1.468
3 C -1.8910 1.8430 -0.1204  C2 1.344, N4 1.411, H14 1.055
4 N -0.4893 1.8567 -0.2821  C3 1.411, C5 1.385, H15 0.995
5 C 0.0314 1.0195 0.6909  N4 1.385, C6 1.398, C10 1.394
6 C 1.3539 0.6419 0.9403  C5 1.398, C7 1.378, H16 1.087
7 C 1.5787 -0.3028 1.9175  C6 1.378, C8 1.412, H17 1.073
8 C 0.4954 -0.9069 2.5928  C7 1.412, C9 1.379, H18 1.078
9 C -0.8093 -0.5013 2.4025  C8 1.379, C10 1.403, H19 1.064
10 C -1.0081 0.5462 1.4903  C2 1.468, C5 1.394, C9 1.403
11 H -3.6855 -0.0304 2.2327  C1 1.085
12 H -4.1882 0.2170 0.5537  C1 1.098
13 H -4.2336 1.5020 1.6128  C1 1.100
14 H -2.3892 2.3574 -0.8947  C3 1.055
15 H 0.0395 2.6641 -0.5243  N4 0.995
16 H 2.1997 1.2299 0.5939  C6 1.087
17 H 2.5408 -0.6353 2.2565  C7 1.073
18 H 0.7464 -1.6299 3.3514  C8 1.078
19 H -1.6129 -0.9347 2.9497  C9 1.064
20 C 1.9331 -0.8603 -3.6343  C21 1.538, H23 1.074, H24 1.079, H25 1.088
21 C 1.9268 -1.0064 -2.1032  C20 1.538, O22 1.436, H26 1.087, H27 1.092
22 O 2.2277 -2.3625 -1.7388  C21 1.436, H28 0.956
23 H 2.8610 -0.3960 -3.9124  C20 1.074
24 H 1.0812 -0.3089 -4.0024  C20 1.079
25 H 1.9780 -1.8602 -4.0619  C20 1.088
26 H 2.7093 -0.3932 -1.6629  C21 1.087
27 H 0.9927 -0.7002 -1.6276  C21 1.092
28 H 1.4631 -2.7492 -1.3143  O22 0.956

Results of the natural (NBO) charge analysis, in e, for atoms 1 through 6: atom 1 (C): -0.639, atom 2 (C): -0.074, atom 3 (C): -0.042, atom 4 (N): -0.564, atom 5 (C): 0.202, atom 6 (C): -0.265


ii.
The following is a DFT calculation (ωB97M-V/def2-TZVPD) of an isolated molecule of C11H15NO.

frontier orbital gap = 8.21 eV
net charge = 0
HOMO energy = -7.92 eV
SMILES string = CCN(CC)c1ccc(C=O)cc1
lowest unoccupied orbital energy = 0.29 eV

Bonds (Å) are listed after each position.
Cartesian coordinates (Å):
1 C 2.2134 1.9694 0.4813  C2 1.561, H14 1.186, H15 1.211, H16 1.292
2 C 1.8599 1.0210 -0.7074  C1 1.561, N3 1.480, H17 1.208, H18 1.156
3 N 1.1747 -0.2858 -0.5980  C2 1.480, C4 1.584, C6 1.324
4 C 1.9788 -1.6491 -0.5371  N3 1.584, C5 1.576, H19 1.104, H20 1.130
5 C 2.0832 -2.0460 0.9840  C4 1.576, H21 1.063, H22 1.230, H23 1.026
6 C -0.1198 -0.1668 -0.3445  N3 1.324, C7 1.416, C13 1.539
7 C -1.1487 -1.1163 -0.5588  C6 1.416, C8 1.375, H24 1.141
8 C -2.4766 -0.8699 -0.2982  C7 1.375, C9 1.325, H25 1.270
9 C -3.0799 0.2795 -0.0338  C8 1.325, C10 1.424, C12 1.479
10 C -4.4950 0.2291 0.1151  C9 1.424, O11 1.259, H26 1.216
11 O -5.1738 -0.8303 0.1564  C10 1.259
12 C -2.1057 1.3896 0.0410  C9 1.479, C13 1.373, H27 1.137
13 C -0.7549 1.2198 -0.1395  C6 1.539, C12 1.373, H28 1.185
14 H 2.3415 3.0761 0.0732  C1 1.186
15 H 3.1762 1.6275 1.1319  C1 1.211
16 H 1.3275 1.9174 1.4210  C1 1.292
17 H 1.1821 1.6111 -1.5150  C2 1.208
18 H 2.7649 0.7340 -1.3664  C2 1.156
19 H 3.0788 -1.6290 -0.6311  C4 1.104
20 H 1.3366 -2.4653 -0.9825  C4 1.130
21 H 2.5999 -2.9148 1.3117  C5 1.063
22 H 2.4675 -1.0095 1.5225  C5 1.230
23 H 1.1605 -2.1964 1.4071  C5 1.026
24 H -0.7280 -2.1111 -0.9253  C7 1.141
25 H -3.2413 -1.7794 -0.7452  C8 1.270
26 H -5.0078 1.2124 0.6150  C10 1.216
27 H -2.1990 2.5222 0.0877  C12 1.137
28 H -0.2150 2.2607 0.0350  C13 1.185

Results of the natural (NBO) charge analysis, in e, for atoms 1 through 6: atom 1 (C): -0.666, atom 2 (C): -0.243, atom 3 (N): -0.421, atom 4 (C): -0.230, atom 5 (C): -0.608, atom 6 (C): 0.248


Last place for stability: ii


i.
The following is a DFT calculation (ωB97M-V/def2-TZVPD) of a cluster of 2 separate species, C2H8NO in total.

frontier orbital gap = 11.43 eV
net charge = +1
HOMO energy = -16.37 eV
lowest unoccupied orbital energy = -4.94 eV

Bonds (Å) are listed after each position.
Cartesian coordinates (Å):
1 O 2.1273 -0.2566 0.4491  H3 0.959, H4 0.965
2 H 0.4780 0.7192 0.4513  N7 1.022
3 H 2.3224 -0.9718 -0.1595  O1 0.959
4 H 2.6595 -0.3174 1.2512  O1 0.965
5 C -0.6711 0.4059 -1.2602  N7 1.469, H8 1.069, H9 1.088, H10 1.094
6 C -1.2094 -0.1182 1.0590  N7 1.254, H11 1.086, H12 1.078
7 N -0.4470 0.3707 0.1910  H2 1.022, C5 1.469, C6 1.254
8 H 0.2122 0.7167 -1.7768  C5 1.069
9 H -1.5811 0.9360 -1.5348  C5 1.088
10 H -0.8776 -0.6268 -1.5567  C5 1.094
11 H -0.8627 -0.2768 2.0757  C6 1.086
12 H -2.1506 -0.5808 0.8108  C6 1.078

Results of the natural (NBO) charge analysis, in e, for atoms 1 through 6: atom 1 (O): -0.989, atom 2 (H): 0.475, atom 3 (H): 0.503, atom 4 (H): 0.508, atom 5 (C): -0.450, atom 6 (C): 0.124


ii.
The following is a DFT calculation (ωB97M-V/def2-TZVPD) of a cluster of 2 separate species, C2H8NO in total.

frontier orbital gap = 11.77 eV
net charge = +1
HOMO energy = -16.76 eV
lowest unoccupied orbital energy = -4.99 eV

Bonds (Å) are listed after each position.
Cartesian coordinates (Å):
1 C -0.6295 0.8402 -1.0480  N3 1.456, H4 1.095, H5 1.083, H6 1.088
2 C -1.3539 -0.7679 0.7146  N3 1.279, H7 1.094, H8 1.080
3 N -0.4876 -0.0908 0.0618  C1 1.456, C2 1.279, H9 1.058
4 H -1.1561 0.3304 -1.8618  C1 1.095
5 H 0.3491 1.1062 -1.4284  C1 1.083
6 H -1.2339 1.6532 -0.6512  C1 1.088
7 H -2.3496 -0.7294 0.2638  C2 1.094
8 H -1.1325 -1.0881 1.7219  C2 1.080
9 H 0.4851 -0.3689 0.3717  N3 1.058
10 H 2.8203 -1.0010 0.4500  O12 0.970
11 H 2.5357 0.4138 0.9601  O12 0.958
12 O 2.1528 -0.2977 0.4455  H10 0.970, H11 0.958

Results of the natural (NBO) charge analysis, in e, for atoms 1 through 6: atom 1 (C): -0.443, atom 2 (C): 0.112, atom 3 (N): -0.395, atom 4 (H): 0.245, atom 5 (H): 0.256, atom 6 (H): 0.249


iii.
The following is a DFT calculation (ωB97M-V/def2-TZVPD) of a cluster of 2 separate species, C2H8NO in total.

frontier orbital gap = 12.02 eV
net charge = +1
HOMO energy = -15.61 eV
lowest unoccupied orbital energy = -3.59 eV

Bonds (Å) are listed after each position.
Cartesian coordinates (Å):
1 C -0.8285 -0.6204 0.2730  C2 1.347, N3 1.548, H4 1.057
2 C -2.1706 -0.7114 0.2056  C1 1.347, H5 1.091, H6 1.074
3 N -0.0158 0.6496 0.6245  C1 1.548, H7 0.976, H8 1.007, H9 1.002
4 H -0.1667 -1.3208 -0.1627  C1 1.057
5 H -2.6869 -1.6095 -0.1365  C2 1.091
6 H -2.8427 -0.0555 0.7274  C2 1.074
7 H 0.6785 0.6972 -0.0603  N3 0.976
8 H 0.4989 0.4317 1.4621  N3 1.007
9 H -0.6150 1.4462 0.7300  N3 1.002
10 H 2.5392 -0.3412 -0.9771  O12 0.992
11 H 3.2135 0.7958 -1.6522  O12 1.037
12 O 2.3961 0.6383 -1.0337  H10 0.992, H11 1.037

Results of the natural (NBO) charge analysis, in e, for atoms 1 through 6: atom 1 (C): -0.070, atom 2 (C): -0.318, atom 3 (N): -0.685, atom 4 (H): 0.218, atom 5 (H): 0.258, atom 6 (H): 0.227


Last place for stability: iii